Entry 1:
C9H14O | ωB97M-V with the def2-TZVPD basis set

The structure (SMILES) is Cc1ccc(O)cc1.CC. Its charge is 0. The HOMO energy is -8.753 eV. The energy relative to the best compared isomer or geometry (same formula, charge and spin) is 1.482 eV. Its HOMO-LUMO gap is 0.3535 Ha. As for the multiplicity: 1. The total energy comes out at -426.51831 Ha.

Structure (XYZ):
```
24
C9H14O (ωB97M-V with the def2-TZVPD basis set)
O 0.8724 0.9680 2.6785
C -2.0849 -1.1290 -1.4442
C -0.9935 1.0753 1.3244
C -0.5585 -1.5888 0.4900
C -1.7304 0.5334 0.2443
C 0.1066 -1.0952 1.5867
C -1.5329 -0.8087 -0.1054
C 1.5175 0.9680 -1.6232
C -0.0547 0.2387 1.9225
C 2.3870 0.3393 -0.5339
H -1.1388 2.0536 1.7543
H 0.6631 0.4285 -2.0516
H 0.8448 -1.6341 2.2159
H -2.4493 -2.1280 -1.6668
H 1.9586 1.3299 -2.5517
H 3.0176 -0.4959 -0.8642
H 1.2267 1.9162 -1.2049
H 1.8172 0.0447 0.3669
H -2.9729 -0.5425 -1.7345
H -2.6325 1.0439 -0.0425
H 2.9070 1.2643 -0.2242
H -1.4670 -0.8859 -2.3169
H -0.4442 -2.6308 0.1576
H 0.7410 0.7354 3.6230
```


Entry 2:
C9H14O | ωB97M-V with the def2-TZVPD basis set

The structure (SMILES) is Cc1ccc(O)cc1.CC. Its charge is 0. The HOMO energy is -8.739 eV. The energy relative to the best compared isomer or geometry (same formula, charge and spin) is 1.185 eV. Its HOMO-LUMO gap is 0.3535 Ha. As for the multiplicity: 1. The total energy comes out at -426.52924 Ha.

Structure (XYZ):
```
24
C9H14O (ωB97M-V with the def2-TZVPD basis set)
O 0.3983 -0.5723 2.8690
C 1.1038 -0.6829 -1.2445
C -3.3398 1.7222 -0.2711
C 1.5431 -1.4514 0.9694
C 1.7977 -1.5628 -0.3507
C 1.3938 -0.6308 -2.7223
C -0.2636 0.0468 0.6128
C -2.0553 2.5689 -0.2890
C 0.0553 0.0744 -0.7365
C 0.5116 -0.6385 1.4928
H 2.2468 -1.2337 -3.0626
H -1.1737 2.0240 -0.6710
H 2.6284 -2.1791 -0.6907
H -0.5254 0.4788 -1.5560
H 0.4882 -1.0267 -3.2064
H 0.9994 0.0683 3.2173
H -1.2133 0.4649 0.9527
H -2.1442 3.3814 -1.0322
H 2.0617 -2.0435 1.7316
H -3.1463 0.8252 -0.8242
H -4.1597 2.2577 -0.7643
H -1.5800 3.0437 0.5653
H 1.6951 0.3579 -3.0593
H -3.6122 1.5878 0.7681
```


Entry 3:
C9H14O | ωB97M-V with the def2-TZVPD basis set

The structure (SMILES) is Cc1ccc(O)cc1.CC. Its charge is 0. The HOMO energy is -8.114 eV. The energy relative to the best compared isomer or geometry (same formula, charge and spin) is 1.693 eV. Its HOMO-LUMO gap is 0.3305 Ha. As for the multiplicity: 1. The total energy comes out at -426.51058 Ha.

Structure (XYZ):
```
24
C9H14O (ωB97M-V with the def2-TZVPD basis set)
O -0.0106 1.7146 2.3388
C 0.0982 1.4113 0.9957
C 1.4113 0.6306 -0.8191
C 1.3184 0.8847 0.5449
C 0.3974 0.7652 -3.1280
C -1.1971 -2.5917 1.1267
C -0.6130 1.9095 -1.1385
C -0.9779 1.7130 0.2092
C 0.4535 1.2281 -1.6956
C 0.0375 -2.0427 1.8324
H -0.1229 -1.9159 2.9234
H 0.8239 1.5301 2.7982
H 0.0703 -0.9970 1.4946
H -1.2487 -3.6732 0.9115
H -2.1246 -2.4824 1.7014
H -0.3085 1.2775 -3.7847
H 2.0218 0.3930 1.1969
H -1.9958 1.7682 0.5142
H 1.3312 0.7073 -3.6720
H -1.1119 2.6099 -1.7860
H -1.3898 -2.1037 0.1832
H 2.1390 -0.0394 -1.2873
H -0.0247 -0.2537 -3.0097
H 1.0231 -2.4433 1.5498
```


Entry 4:
C9H14O | ωB97M-V with the def2-TZVPD basis set

The structure (SMILES) is Cc1ccccc1.CCO. Its charge is 0. The HOMO energy is -8.818 eV. The energy relative to the best compared isomer or geometry (same formula, charge and spin) is 0.911 eV. Its HOMO-LUMO gap is 0.3564 Ha. As for the multiplicity: 1. The total energy comes out at -426.53930 Ha.

Structure (XYZ):
```
24
C9H14O (ωB97M-V with the def2-TZVPD basis set)
O 0.6346 -3.2009 -1.5814
C 0.3123 0.7257 0.5826
C 0.8493 2.1032 -1.3139
C -0.4479 1.7958 1.1110
C -1.5491 1.5155 2.0757
C -0.4286 -3.7905 -0.8170
C -0.3037 3.0492 0.5650
C 0.8947 0.8665 -0.6558
C 0.3343 3.2091 -0.6809
C 0.0798 -3.8427 0.6215
H 0.3042 4.1839 -1.1434
H -0.9554 3.8614 0.8607
H 0.4070 -0.1317 1.2309
H 1.3883 0.0414 -1.1633
H -0.0892 -2.9017 1.1491
H 1.2334 2.1670 -2.3185
H -1.4269 0.6257 2.7067
H -0.5146 -4.8348 -1.1040
H -1.3378 -3.2061 -0.9455
H -0.5196 -4.5906 1.1444
H -1.7404 2.3106 2.8030
H 0.4223 -3.2019 -2.5226
H 1.1580 -3.9867 0.6131
H -2.4854 1.2638 1.5568
```


Entry 5:
C9H14O | ωB97M-V with the def2-TZVPD basis set

The structure (SMILES) is Cc1ccc(O)cc1.CC. Its charge is 0. The HOMO energy is -8.433 eV. The energy relative to the best compared isomer or geometry (same formula, charge and spin) is 0.210 eV. Its HOMO-LUMO gap is 0.3406 Ha. As for the multiplicity: 1. The total energy comes out at -426.56508 Ha.

Structure (XYZ):
```
24
C9H14O (ωB97M-V with the def2-TZVPD basis set)
O -1.1037 2.6159 1.2007
C -1.2676 -0.5907 -0.5977
C -1.2399 -1.1220 -3.0714
C -0.8476 2.1109 -1.0848
C -1.1519 -0.1579 -1.9044
C 1.6882 -0.6403 1.8884
C -1.2705 0.3251 0.4472
C -0.9134 1.1971 -2.1270
C -1.0655 1.6705 0.2113
C 2.8461 -1.1913 2.6869
H -2.2630 -1.2804 -3.3837
H -0.7875 1.5843 -3.1287
H -1.4373 -0.0396 1.4477
H -1.2249 2.1970 2.0577
H 1.4636 -1.0727 0.9123
H 3.8051 -1.0055 2.2035
H -1.3905 -1.6377 -0.3441
H -0.7669 -2.0572 -2.8083
H -0.6173 -0.7823 -3.8982
H 1.8458 0.4044 1.6156
H -0.6649 3.1557 -1.2953
H 0.7543 -0.6088 2.4482
H 2.8435 -0.8017 3.6977
H 2.7659 -2.2726 2.8263
```


Entry 6:
C9H14O | ωB97M-V with the def2-TZVPD basis set

The structure (SMILES) is Cc1ccc(O)cc1.CC. Its charge is 0. The HOMO energy is -8.316 eV. The energy relative to the best compared isomer or geometry (same formula, charge and spin) is 0.454 eV. Its HOMO-LUMO gap is 0.3387 Ha. As for the multiplicity: 1. The total energy comes out at -426.55612 Ha.

Structure (XYZ):
```
24
C9H14O (ωB97M-V with the def2-TZVPD basis set)
O 0.9304 2.1496 -3.6914
C -2.0153 -0.7134 1.5879
C -3.1333 -1.4106 2.3909
C 0.3563 -0.3216 -1.1082
C 1.8866 1.9212 -1.5083
C 1.3816 -0.0534 -0.2067
C 2.1478 1.0782 -0.4348
C 0.1209 0.4593 -2.2243
C 1.7081 -0.9657 0.9444
C 0.9831 1.5149 -2.4897
H 2.3498 2.9007 -1.5543
H 2.9593 1.3935 0.2086
H -1.2807 -0.2572 2.2241
H -2.4222 0.0151 0.8894
H 1.5954 2.8422 -3.7392
H 2.0713 -1.9406 0.6217
H -4.0834 -0.8863 2.2659
H -3.2837 -2.4268 2.0429
H -0.3395 -1.1318 -0.9312
H -2.9554 -1.4248 3.4655
H -1.5314 -1.4609 0.9692
H 0.8505 -1.1725 1.5820
H -0.7163 0.3477 -2.8996
H 2.4201 -0.4570 1.5951
```